C4H9N in the gas phase in a non-equilibrium geometry. Source: the OMol25 dataset; level of theory: wB97M-V/def2-TZVPD.

Each line ends with the natural charge from an NBO analysis.
CARTESIAN COORDINATES (ANGSTROEM)
C 1.6936 -0.0469 0.3439  -0.634
C 0.4471 0.0300 -0.6165  -0.059
C -0.5284 1.0850 -0.2044  -0.428
C -1.2141 -0.0773 0.6150  -0.222
N -0.6475 -1.0357 -0.3982  -0.624
H 1.4054 0.1977 1.4421  0.199
H 2.4577 0.6411 0.1900  0.215
H 2.2618 -1.0009 0.3099  0.214
H 0.8050 0.1917 -1.6777  0.192
H -0.1841 1.9565 0.3852  0.202
H -1.2365 1.5861 -0.9101  0.220
H -2.3812 -0.1865 0.7076  0.197
H -0.6610 -0.1150 1.5975  0.173
H -0.3236 -1.9655 -0.0852  0.356

Forces on atoms 1 to 6 (eV/Å):
C -1.761 -1.236 1.849
C 1.373 -0.605 -1.441
C -2.190 1.346 1.643
C -1.153 -0.311 0.065
N 1.468 1.176 0.233
H 0.244 -0.824 -1.701

Output
LUMO in eV: 1.19
HOMO in eV: -9.02
Largest force on an atom in Eh/bohr: 0.05932
SMILES: C[C@@H]1CCN1
M in g mol⁻¹: 71.12
DFT total energy in hartree: -212.49239
Relative energy (zero: lowest compared OMol25 entry of this formula, charge and spin) in kcal per mole: 36.9
Spin multiplicity: 1

***

A molecular structure, C4H7NO3P3 in a non-equilibrium geometry. Source: the OMol25 dataset; level of theory: wB97M-V/def2-TZVPD.

Each line ends with the natural charge from an NBO analysis.
CARTESIAN COORDINATES (ANGSTROEM)
C -2.1291 1.5864 -0.0719  0.700
C -0.9568 -1.6838 0.1881  0.783
C -2.8886 0.2623 -0.0686  -0.516
C -1.5507 -0.3598 -0.3878  -0.147
N -0.9224 0.9453 -0.0438  -0.736
O 0.2655 -1.5250 0.3739  -0.814
O -2.5129 2.7381 -0.0424  -0.616
O -1.6383 -2.6477 0.3505  -0.697
P 1.7179 0.3930 -1.1924  0.009
P 1.0794 -0.0573 1.9865  0.175
P 0.6986 1.3894 0.3989  0.446
H -3.2327 -0.1840 0.9229  0.238
H -3.7120 0.1410 -0.7808  0.210
H -1.3727 -0.5733 -1.4468  0.185
H 1.4866 1.3576 -2.2607  -0.026
H 3.0253 0.9393 -1.0559  -0.021
H 2.1665 -0.5053 1.4759  -0.057
H 1.8877 1.0507 2.5223  -0.116

Forces on atoms 1 to 6 (eV/Å):
C -1.362 0.488 1.420
C 0.397 3.254 0.261
C -1.179 -1.241 0.399
C 0.856 -1.321 -0.755
N 0.744 -0.330 -0.378
O 1.532 -0.735 0.243

Output
LUMO in eV: 3.76
HOMO in eV: -4.86
Largest force on an atom in Eh/bohr: 0.07498
M in g mol⁻¹: 210.03
DFT total energy in hartree: -1461.18465
Net charge: -1
Spin multiplicity: 1

***

A molecular structure, C33H66NO9Rb in a non-equilibrium geometry. Source: the OMol25 dataset; level of theory: wB97M-V/def2-TZVPD.

Each line ends with the Löwdin charge.
CARTESIAN COORDINATES (ANGSTROEM)
Rb -2.9319 -33.1204 -25.3098  0.717
C -1.3632 -25.0244 -24.6804  -0.048
C -0.8111 -26.4488 -24.7440  -0.512
C 0.7237 -26.3730 -24.9196  -0.176
C 1.4146 -26.0008 -23.6400  -0.186
C 0.9984 -27.0093 -22.5218  -0.158
C -0.4953 -27.0650 -22.2240  -0.508
N -1.1699 -27.2012 -23.5359  -0.165
O -2.5784 -27.5558 -23.4628  -0.290
C -0.8847 -25.7865 -21.4265  -0.040
C -0.6215 -28.3475 -21.3530  -0.053
C -1.3292 -27.1240 -26.0448  -0.055
H -0.9694 -24.4325 -25.5066  0.067
H -0.9710 -24.4112 -23.8690  0.059
H -2.4316 -24.9067 -24.8616  0.082
H 0.8984 -25.5989 -25.6669  0.106
H 1.2172 -27.2470 -25.3445  0.112
H 1.1972 -24.9614 -23.3939  0.097
H 2.4876 -25.9601 -23.8273  0.101
H 1.6073 -26.6801 -21.6798  0.107
H 1.4249 -27.9994 -22.6831  0.108
H -0.5307 -24.8616 -21.8818  0.053
H -0.6062 -25.7828 -20.3727  0.069
H -1.9670 -25.6782 -21.3546  0.076
H -0.5656 -29.2073 -22.0207  0.071
H -1.6581 -28.4074 -21.0214  0.067
H 0.1097 -28.3188 -20.5452  0.077
H -1.0057 -26.6713 -26.9820  0.073
H -2.4100 -27.0400 -26.1581  0.066
H -1.0445 -28.1748 -25.9899  0.072
C -3.1974 -17.3239 -26.1626  -0.039
C -3.3744 -17.2613 -24.6891  -0.458
O -4.5060 -16.8308 -24.3105  0.007
C -2.2614 -17.6182 -23.7369  -0.022
H -2.8188 -18.3178 -26.4010  0.083
H -2.5021 -16.5291 -26.4326  0.091
H -4.0964 -17.1784 -26.7616  0.085
H -1.9717 -18.6201 -24.0538  0.085
H -2.5570 -17.5525 -22.6898  0.084
H -1.3639 -17.0031 -23.8014  0.085
C 3.1346 -34.5466 -21.7052  -0.032
C 3.5717 -33.8680 -20.3770  -0.477
O 4.1575 -32.8026 -20.3867  0.071
C 2.9932 -34.5191 -19.1638  -0.035
H 3.4401 -33.9974 -22.5957  0.070
H 2.0617 -34.4990 -21.8916  0.074
H 3.6502 -35.5056 -21.7571  0.079
H 1.9945 -34.9351 -19.2964  0.081
H 2.9744 -33.8226 -18.3255  0.087
H 3.5675 -35.4099 -18.9091  0.087
C 6.5661 -27.5510 -15.5218  -0.015
C 5.7879 -26.6532 -14.5457  -0.525
O 6.1158 -25.5267 -14.2875  0.072
C 4.5387 -27.1866 -14.0115  -0.036
H 7.3210 -28.1263 -14.9857  0.080
H 7.0724 -26.9224 -16.2543  0.085
H 5.9403 -28.3612 -15.8963  0.070
H 4.7758 -27.5863 -13.0256  0.100
H 4.1181 -27.8616 -14.7569  0.079
H 3.7653 -26.4225 -13.9331  0.091
C 6.6834 -28.1070 -28.7397  -0.036
C 6.9469 -27.5503 -30.1152  -0.469
O 6.2561 -27.9699 -31.0389  0.049
C 8.0917 -26.5477 -30.2676  -0.027
H 5.7557 -28.6786 -28.7115  0.083
H 6.7765 -27.3761 -27.9364  0.080
H 7.4163 -28.8788 -28.5049  0.083
H 8.1118 -26.0507 -31.2375  0.077
H 9.0798 -26.9339 -30.0171  0.083
H 7.9476 -25.6875 -29.6140  0.076
C -3.3052 -34.0448 -33.4215  -0.019
C -3.1142 -32.7169 -32.6702  -0.500
O -2.8114 -32.7384 -31.4981  0.049
C -3.0629 -31.4407 -33.4397  -0.026
H -2.9842 -34.0026 -34.4623  0.080
H -4.3366 -34.3941 -33.4684  0.078
H -2.8428 -34.7618 -32.7431  0.080
H -4.0031 -31.5140 -33.9863  0.083
H -2.2360 -31.4582 -34.1496  0.094
H -3.1663 -30.5223 -32.8618  0.088
C 5.9605 -18.3006 -28.0483  -0.028
C 4.5145 -18.7575 -28.2180  -0.461
O 3.5384 -17.9856 -28.2292  0.034
C 4.3749 -20.2495 -28.3585  -0.033
H 6.4061 -18.1900 -29.0368  0.087
H 6.5321 -19.0480 -27.4981  0.072
H 6.0243 -17.3282 -27.5598  0.082
H 3.3775 -20.5849 -28.0740  0.085
H 5.1634 -20.6854 -27.7451  0.074
H 4.4123 -20.6160 -29.3844  0.088
C 4.7685 -18.9425 -21.1835  -0.024
C 6.0800 -19.6640 -21.3935  -0.494
O 6.3987 -20.0022 -22.4977  0.056
C 7.1110 -19.8961 -20.2456  -0.014
H 3.9664 -19.1915 -21.8783  0.086
H 5.0278 -17.8903 -21.3007  0.087
H 4.4489 -19.0114 -20.1437  0.075
H 8.0914 -20.0916 -20.6801  0.078
H 6.6943 -20.7279 -19.6776  0.080
H 7.1357 -19.0134 -19.6065  0.071
C -10.3141 -20.0162 -21.8048  -0.013
C -9.3347 -21.2459 -21.7170  -0.457
O -9.5878 -22.2492 -22.3987  0.022
C -8.2050 -21.3135 -20.7222  -0.030
H -11.0305 -20.2746 -21.0250  0.079
H -10.8102 -20.0279 -22.7753  0.076
H -9.7270 -19.1182 -21.6127  0.071
H -8.5804 -21.0998 -19.7214  0.082
H -7.5244 -20.5603 -21.1192  0.086
H -7.7179 -22.2867 -20.6613  0.085

Forces on atoms 1 to 6 (eV/Å):
Rb 0.018 0.349 0.046
C 0.451 1.291 -1.088
C 0.057 0.127 -0.091
C -0.160 0.725 -0.162
C -0.147 -0.590 0.169
C 1.815 1.512 -0.423

Output
LUMO in eV: -1.62
HOMO in eV: -3.87
Largest force on an atom in Eh/bohr: 0.10121
M in g mol⁻¹: 706.36
DFT total energy in hartree: -2052.67132
Relative energy (zero: lowest compared OMol25 entry of this formula, charge and spin) in kcal per mole: 125.7
Spin multiplicity: 1

***

C4H7NO in the gas phase. Source: the OMol25 dataset; level of theory: wB97M-V/def2-TZVPD.

Each line ends with the natural charge from an NBO analysis.
CARTESIAN COORDINATES (ANGSTROEM)
C 0.6271 1.4734 0.4555  -0.629
C -0.4246 0.3814 0.4984  -0.033
C -1.1748 -0.0548 -0.7495  -0.205
N -0.1647 -0.8437 -0.1560  -0.446
C 0.5984 -1.9573 -0.1899  0.540
O 0.5448 -2.8371 -1.0229  -0.594
H 1.6084 1.0717 0.7262  0.220
H 0.3779 2.2661 1.1664  0.221
H 0.7117 1.9170 -0.5419  0.217
H -0.9799 0.2973 1.4355  0.196
H -2.2044 -0.3953 -0.6485  0.203
H -0.9354 0.4378 -1.6919  0.201
H 1.3015 -1.9728 0.6653  0.110

Forces on atoms 1 to 6 (eV/Å):
C 0.001 0.058 -0.012
C 0.078 0.145 0.219
C -0.184 0.021 -0.183
N 0.122 -0.304 -0.080
C -0.003 -0.047 -0.057
O -0.054 0.292 0.204

Output
LUMO in eV: 0.89
HOMO in eV: -9.60
Largest force on an atom in Eh/bohr: 0.00702
SMILES: C[C@H]1CN1C=O
M in g mol⁻¹: 85.11
DFT total energy in hartree: -286.55954
Relative energy (zero: lowest compared OMol25 entry of this formula, charge and spin) in kcal per mole: 45.2
Spin multiplicity: 1

***

3 unconnected molecules or ions with the total composition C4H14O2S in a non-equilibrium geometry. Source: the OMol25 dataset; level of theory: wB97M-V/def2-TZVPD.

Each line ends with the natural charge from an NBO analysis.
CARTESIAN COORDINATES (ANGSTROEM)
C -3.5232 0.4168 0.3197  -0.628
C -2.3440 -0.4068 0.9413  -0.411
C -1.1121 0.5407 1.3155  -0.435
C 0.0640 -0.4620 1.8328  -0.524
S 1.6853 0.3820 1.5966  -0.052
H -4.2427 -0.3377 0.1074  0.205
H -4.1419 0.9833 1.0710  0.201
H -3.4603 0.9728 -0.6623  0.217
H -2.0842 -0.9589 0.0465  0.198
H -2.7441 -1.0178 1.7893  0.211
H -1.6307 1.5109 1.8592  0.223
H -0.6778 1.1410 0.4160  0.221
H 0.0770 -1.4326 1.3306  0.219
H -0.0607 -0.6942 2.9582  0.220
H 1.4670 0.9892 2.8932  0.136
O 0.4357 -0.2228 -4.4004  -0.928
H -0.4433 -0.6349 -4.4075  0.466
H 0.8828 -0.7228 -3.7442  0.461
O 2.8125 -0.3816 -1.9535  -0.934
H 3.0800 -0.2984 -2.9479  0.473
H 2.5212 -1.3087 -1.8792  0.463

Forces on atoms 1 to 6 (eV/Å):
C -1.304 0.236 0.966
C 0.083 2.931 -1.190
C -1.051 0.198 -0.810
C -1.060 2.023 1.805
S -0.738 0.475 2.628
H -0.825 -0.888 -0.578

Output
LUMO in eV: 0.31
HOMO in eV: -8.76
Largest force on an atom in Eh/bohr: 0.06479
SMILES: CCCCS.O.O
M in g mol⁻¹: 126.22
DFT total energy in hartree: -709.38036
Relative energy (zero: lowest compared OMol25 entry of this formula, charge and spin) in kcal per mole: 53.5
Spin multiplicity: 1

***

A molecular structure, C32H26FN7O4PtSe2 in a non-equilibrium geometry. Source: the OMol25 dataset; level of theory: wB97M-V/def2-TZVPD.

Each line ends with the Mulliken spin population.
CARTESIAN COORDINATES (ANGSTROEM)
Pt 0.0326 0.1416 0.0420  1.170
Se -6.4280 -2.3771 3.3898  0.001
N -6.0326 -1.1887 2.1375  0.000
C -4.7282 -1.2090 1.9288  0.000
C -4.0513 -0.3418 1.0141  0.007
C -4.7001 0.6465 0.2787  -0.008
C -3.9602 1.4659 -0.5543  0.008
C -2.5832 1.2753 -0.6347  -0.010
N -1.9521 0.3592 0.0714  0.055
C -2.6389 -0.4589 0.9054  0.009
C -1.9122 -1.4053 1.6772  -0.043
N -0.5664 -1.4620 1.5341  0.117
C 0.1345 -2.3405 2.2128  -0.012
C -0.4482 -3.2328 3.1129  0.008
C -1.8156 -3.1835 3.3121  -0.003
C -2.5779 -2.2702 2.5916  0.015
C -3.9981 -2.1515 2.7236  0.001
N -4.7309 -2.8630 3.5641  0.001
H -5.7675 0.7630 0.3855  0.000
H -4.4233 2.2530 -1.1258  0.000
H -1.9668 1.8851 -1.2838  0.010
H 1.2057 -2.3446 2.0484  0.005
H 0.1648 -3.9434 3.6429  0.000
H -2.3142 -3.8375 4.0104  0.000
C 4.5752 -1.2221 0.2877  0.003
C 3.7610 -1.5929 -0.7731  0.002
C 2.5071 -1.0271 -0.8851  0.026
N 2.0301 -0.1303 -0.0093  0.033
C 2.8295 0.2525 0.9969  0.013
C 4.0956 -0.2686 1.1762  0.003
H 5.5521 -1.6601 0.4152  0.000
H 4.0879 -2.3194 -1.4996  0.000
H 1.8470 -1.3155 -1.6907  -0.012
H 2.4288 0.9977 1.6762  -0.001
H 4.6983 0.0651 2.0042  0.000
F 2.2473 -4.7443 -3.7389  0.000
C 0.9273 -4.4751 -3.7075  -0.003
C 0.5021 -3.2081 -3.8723  0.004
N -0.8168 -2.8789 -3.8728  0.005
C -1.1757 -1.4820 -3.7789  0.005
C -0.6147 -0.9206 -2.4474  0.020
O -0.3508 0.2945 -2.3862  0.060
O -0.4446 -1.7434 -1.5350  0.085
C -1.7925 -3.8325 -3.6321  0.001
O -2.9680 -3.5700 -3.5718  0.000
N -1.3167 -5.1185 -3.5040  0.000
C -0.0006 -5.5748 -3.4903  0.000
O 0.2633 -6.7399 -3.3213  0.000
H 1.2034 -2.4013 -4.0369  0.000
H -2.2663 -1.4220 -3.7444  -0.001
H -0.7982 -0.9156 -4.6312  -0.001
H -2.0289 -5.8244 -3.3481  0.000
C 1.3331 5.9484 6.3106  -0.002
C 1.1386 4.9229 5.2382  0.028
C 0.9074 3.5893 5.5479  -0.015
C 0.5995 2.6637 4.5660  0.017
C 0.3457 1.2385 4.9390  -0.002
C 0.5066 3.0854 3.2291  0.042
Se -0.4693 1.9943 1.9723  0.346
C 0.8634 4.3959 2.8826  0.027
C 0.8955 4.8790 1.4649  -0.004
C 1.1646 5.2903 3.8996  -0.017
H 1.2825 5.5007 7.2987  0.000
H 0.5568 6.7085 6.2399  0.002
H 2.2929 6.4495 6.2057  0.002
H 0.9300 3.2697 6.5811  -0.001
H 0.4191 1.0976 6.0142  0.000
H 1.0675 0.5867 4.4468  -0.001
H -0.6487 0.9407 4.6097  0.004
H 0.7748 4.0576 0.7616  0.000
H 1.8422 5.3791 1.2639  0.001
H 0.0940 5.5961 1.2903  0.002
H 1.3862 6.3158 3.6391  -0.001

Forces on atoms 1 to 6 (eV/Å):
Pt 0.697 0.077 0.741
Se 0.619 0.148 -0.302
N 0.264 0.421 -0.423
C -1.250 -0.487 0.724
C 1.381 0.370 -0.448
C 0.239 0.238 -0.279

Output
LUMO (spin up / spin down) in eV: -1.28 / -1.27
HOMO (spin up / spin down) in eV: -6.03 / -6.99
Largest force on an atom in Eh/bohr: 0.04719
M in g mol⁻¹: 944.60
DFT total energy in hartree: -6941.36125
Spin multiplicity: 3
<S²>: 2.013

***

C6H19N6P in the gas phase in a non-equilibrium geometry. Source: the OMol25 dataset; level of theory: wB97M-V/def2-TZVPD.

Each line ends with the natural charge from an NBO analysis.
CARTESIAN COORDINATES (ANGSTROEM)
H -2.4224 2.8604 -1.0280  0.321
N -2.8109 2.1801 -0.3545  -0.312
N -1.8410 1.5791 0.1668  -0.136
C -2.0746 0.5212 1.1347  -0.107
N -0.8277 -0.1160 1.1571  -0.787
C -0.3761 -0.3403 2.5331  -0.420
P 0.3731 0.5553 0.1008  2.259
N 0.9889 1.9629 0.1364  -1.341
N 1.5778 -0.5502 0.2283  -0.840
C 2.9804 -0.1219 0.5454  -0.411
C 1.5086 -1.9499 0.4480  -0.403
N -0.3972 -0.0699 -1.4839  -0.769
C 0.2839 0.5257 -2.6391  -0.424
C -1.5890 -0.8874 -1.6977  -0.407
H -2.2547 1.1070 2.0177  0.202
H -2.9286 -0.1439 0.8673  0.199
H -0.3991 0.6791 3.0543  0.181
H -1.1227 -0.9787 3.1108  0.205
H 0.6630 -0.7684 2.5741  0.222
H 0.2919 2.7198 0.0775  0.395
H 3.2036 0.9839 0.2763  0.252
H 3.1882 -0.3445 1.5527  0.177
H 3.8071 -0.6321 -0.0648  0.190
H 2.1214 -2.3379 1.2143  0.194
H 0.4236 -2.2516 0.7666  0.212
H 1.7627 -2.4809 -0.5174  0.196
H 1.1952 1.0592 -2.2658  0.232
H 0.7652 -0.4104 -3.1351  0.164
H -0.2273 0.9528 -3.4399  0.189
H -2.1095 -1.2203 -0.7564  0.207
H -2.3305 -0.2582 -2.2964  0.172
H -1.4233 -1.8239 -2.2834  0.188

Forces on atoms 1 to 6 (eV/Å):
H 0.087 -0.032 0.347
N 1.039 -1.461 0.813
N -2.146 1.950 -1.860
C -1.227 0.801 -1.375
N 2.031 -1.048 0.807
C -0.152 0.662 1.196

Output
LUMO in eV: 0.45
HOMO in eV: -7.70
Largest force on an atom in Eh/bohr: 0.10428
SMILES: [H]/N=N/CN(C)P(=N)(N(C)C)N(C)C
M in g mol⁻¹: 206.23
DFT total energy in hartree: -909.77149
Relative energy (zero: lowest compared OMol25 entry of this formula, charge and spin) in kcal per mole: 37.7
Spin multiplicity: 1